No. 1
Entry from the OMol25 dataset: a structure of composition C11H9Br2N7O3RuS2Se4 at a distorted geometry (the ωB97M-V functional and the def2-TZVPD basis).

Structure (XYZ):
```
39
Properties=species:S:1:pos:R:3:forces:R:3:lowdin_charge:R:1
Ru 0.9618 -0.2590 -0.6571 0.1 -0.3 -1.3 0.9868
Se 4.8178 0.4311 -0.8057 0.3 0.2 -0.1 0.0639
Se 6.0310 2.2479 -0.5739 -0.1 -0.2 0.0 0.0383
Se 2.7936 3.3513 0.5509 -0.1 0.1 -0.1 -0.0678
Se 2.7297 1.1092 0.2730 0.6 0.1 1.0 -0.1168
Br -3.9802 4.2060 -0.9472 0.0 0.0 0.0 0.7231
C -2.5527 2.9639 -0.9971 0.0 0.0 0.0 -0.6900
C -1.2342 3.4454 -1.1398 -0.1 0.0 0.0 -0.1213
C -0.2300 2.5172 -1.1348 0.0 -0.1 -0.1 -0.1734
N -0.4390 1.1930 -1.0256 -0.2 -0.1 0.1 -0.0862
C -1.7428 0.7130 -0.9301 0.1 0.0 0.0 -0.2215
C -2.8171 1.6361 -0.8967 0.0 0.0 0.0 -0.0801
C -1.9069 -0.6885 -0.8889 0.1 0.0 -0.1 -0.2310
C -3.1637 -1.3405 -0.8477 0.0 0.0 0.0 -0.0781
C -3.1988 -2.6991 -0.9030 0.0 0.0 0.0 -0.6930
Br -4.8714 -3.5873 -0.8595 0.0 0.0 0.0 0.7216
C -2.0251 -3.4644 -0.9947 0.0 0.0 0.0 -0.1176
C -0.8316 -2.7818 -0.9887 0.1 0.1 0.0 -0.1116
N -0.7533 -1.4456 -0.9232 -0.1 0.0 0.3 -0.0592
H -1.0086 4.4964 -1.2251 0.0 0.0 0.0 0.0961
H 0.7982 2.8409 -1.2168 0.1 0.0 0.1 0.0158
H -3.8328 1.2869 -0.7933 0.0 0.0 0.0 0.0936
H -4.0760 -0.7686 -0.7780 0.0 0.0 0.0 0.0932
H -2.0439 -4.5407 -1.0591 0.0 0.0 0.0 0.0949
H 0.1124 -3.3122 -1.0494 0.0 0.0 0.0 0.0806
O 2.3543 -1.8123 -0.1387 -0.3 0.1 -0.2 -0.6347
S 2.7752 -2.4776 -1.4573 -0.2 -0.4 0.0 0.0507
O 4.2068 -2.6021 -1.5288 0.0 0.1 0.1 -0.4179
O 2.0347 -3.7130 -1.6543 0.2 0.3 0.0 -0.4074
S 2.1263 -1.0535 -2.7964 -0.3 0.1 0.2 0.2532
N 1.8905 1.7422 3.9113 0.2 -0.4 0.1 0.1360
N 1.1347 0.7647 3.3053 0.1 0.0 0.3 -0.3041
N 1.2545 -0.5147 3.6018 0.0 0.0 -0.2 0.1369
C 0.5093 -1.0572 2.6452 0.1 0.1 0.1 -0.2117
N -0.0137 -0.1347 1.8208 -0.1 -0.2 0.3 -0.0377
N 0.3837 1.0307 2.2895 -0.2 0.1 -0.3 0.0229
H 1.6673 1.7942 4.8942 -0.2 0.2 0.0 0.0937
H 1.7775 2.6000 3.3865 0.0 0.1 -0.1 0.0494
H 0.3621 -2.1175 2.5325 0.0 0.0 0.0 0.1104
```
Positions in Å, forces in eV/Å.

Computed properties:
2S+1 ... 6
Total charge ... -1
Orbital gap (alpha / beta) ... 5.634 / 5.393 eV
HOMO (alpha / beta) ... -3.5 / -4.8 eV
Lowest unoccupied orbital energy (alpha / beta) ... 2.105 / 0.567 eV
Energy relative to the best compared isomer or geometry (same formula, charge and spin) ... 1.138 eV

No. 2
Entry from the OMol25 dataset: a structure of composition C20H33Cl5IrN2O2Si3 at a distorted geometry (the ωB97M-V functional and the def2-TZVPD basis).

Structure (XYZ):
```
66
Properties=species:S:1:pos:R:3:forces:R:3:lowdin_charge:R:1
Ir 0.4958 -0.7053 -0.0634 -1.5 -2.0 0.4 1.2102
Cl 6.1492 -1.0528 4.3279 0.0 0.0 0.0 0.7166
C 4.9653 -0.7210 3.1328 0.1 0.1 0.0 -0.7044
C 3.8300 -1.5092 3.0356 -0.1 -0.1 -0.1 -0.6984
Cl 3.5778 -2.8373 4.0910 0.0 0.0 0.0 0.7251
C 2.8813 -1.2143 2.0599 -0.3 -0.1 -0.1 -0.5557
Cl 1.4662 -2.2141 1.8707 0.6 -0.5 0.6 0.7658
C 3.0110 -0.1424 1.1838 -0.4 0.2 -0.2 -0.4224
O 2.1162 0.2145 0.2487 1.9 0.9 0.4 -0.3733
C 4.1748 0.6260 1.2812 0.1 0.2 0.0 -0.5942
Cl 4.3625 1.9339 0.1717 0.0 -0.1 0.1 0.7602
C 5.1358 0.3473 2.2403 0.0 0.0 0.0 -0.6878
Cl 6.5421 1.3170 2.3353 0.0 0.0 0.0 0.7308
C -1.5162 -3.3383 0.4869 0.1 0.1 0.1 -0.1003
O -1.2902 -1.9562 0.1840 -0.2 0.2 -0.2 -0.4716
Si -2.4287 -0.6772 0.2491 -0.3 0.2 -0.2 0.3404
C -3.6055 -0.8589 -1.1678 -0.1 -0.1 -0.2 -0.1285
C -3.4481 -0.7831 1.7834 0.0 -0.2 0.3 -0.1352
C -1.0935 0.5933 0.1369 0.7 0.5 -0.9 -0.5408
Si -0.7862 1.5532 1.7800 0.0 0.0 -0.1 0.4313
C 0.6580 2.7212 1.7275 0.1 0.1 0.0 -0.1607
C -0.5160 0.3491 3.2029 0.1 -0.1 0.1 -0.1863
C -2.3262 2.5670 2.0861 -0.2 0.0 -0.1 -0.1527
Si -1.0718 1.6846 -1.4248 -0.2 -0.1 0.2 0.4151
C -2.5824 2.7845 -1.3877 0.0 0.2 -0.1 -0.1651
C -1.1234 0.6056 -2.9736 0.0 -0.1 -0.1 -0.1699
C 0.4826 2.7003 -1.5665 0.2 0.1 0.0 -0.1627
H -2.3382 -3.7242 -0.1175 0.0 0.0 0.0 0.0995
H -1.7570 -3.4508 1.5441 0.0 0.0 0.0 0.0992
H -0.6108 -3.8990 0.2631 0.0 0.0 0.0 0.0839
H -4.0316 -1.8682 -1.1623 0.0 0.1 0.0 0.0492
H -3.1532 -0.6935 -2.1436 -0.1 0.0 0.0 0.0173
H -4.4410 -0.1613 -1.0643 0.0 0.0 0.0 0.0525
H -3.9720 -1.7444 1.8078 0.0 0.0 0.0 0.0534
H -4.2154 -0.0053 1.7754 0.0 0.0 0.0 0.0489
H -2.8816 -0.6858 2.7095 -0.1 0.0 0.0 0.0290
H 1.5476 2.2891 1.2716 0.0 0.0 0.0 0.0052
H 0.9080 3.0106 2.7532 0.0 0.0 0.0 0.0528
H 0.4106 3.6340 1.1844 0.0 0.0 0.0 0.0327
H 0.4827 0.4823 3.6286 0.0 0.0 0.0 0.0396
H -0.6127 -0.7001 2.9223 0.0 0.0 0.1 -0.0155
H -1.2387 0.5369 4.0014 0.0 0.0 0.0 0.0442
H -2.2659 3.5199 1.5565 0.0 0.0 0.0 0.0345
H -2.4153 2.7834 3.1540 0.0 0.0 0.0 0.0490
H -3.2458 2.0710 1.7701 0.0 0.0 0.1 0.0232
H -3.4518 2.2756 -0.9643 0.0 0.0 0.0 0.0286
H -2.8490 3.1181 -2.3942 0.0 0.0 0.0 0.0414
H -2.3965 3.6777 -0.7852 -0.1 0.0 0.0 0.0317
H -1.1864 -0.4565 -2.7472 0.0 0.0 0.0 -0.0157
H -0.2144 0.7661 -3.5601 0.0 0.0 0.0 0.0371
H -1.9788 0.8637 -3.6038 0.0 0.0 0.0 0.0470
H 0.4719 3.6024 -0.9549 0.0 0.0 0.0 0.0290
H 0.5986 3.0108 -2.6092 0.0 0.0 0.0 0.0467
H 1.3675 2.1213 -1.2882 0.0 0.0 0.0 0.0089
C -0.2407 -2.9726 -2.7250 0.0 0.0 0.0 0.0215
C 0.9257 -2.0568 -2.7797 -0.1 0.0 0.1 -0.3533
N 1.3047 -1.1683 -1.8673 -0.3 0.6 0.0 -0.0567
C 2.4254 -0.5027 -2.3600 -0.1 0.0 0.0 -0.0844
C 2.7208 -1.0120 -3.5726 -0.1 -0.1 -0.1 -0.0337
N 1.7714 -1.9857 -3.8161 0.1 0.1 -0.1 0.1315
H -0.7584 -2.8454 -1.7814 0.0 0.0 -0.1 0.0411
H 0.0751 -4.0126 -2.8225 0.0 0.0 0.0 0.1027
H -0.9377 -2.7520 -3.5350 0.0 0.0 0.0 0.1021
H 2.9140 0.2717 -1.7968 0.0 0.0 -0.1 0.0865
H 3.4979 -0.7731 -4.2764 0.0 0.0 0.0 0.1283
H 1.7106 -2.5514 -4.6463 0.0 0.0 0.0 0.1755
```
Positions in Å, forces in eV/Å.

Computed properties:
2S+1 ... 1
Total charge ... +1
Orbital gap (alpha / beta) ... 6.890 / 6.889 eV
HOMO (alpha / beta) ... -11.0 / -11.0 eV
Lowest unoccupied orbital energy (alpha / beta) ... -4.073 / -4.076 eV
Energy relative to the best compared isomer or geometry (same formula, charge and spin) ... 1.326 eV

No. 3
Entry from the OMol25 dataset: an isolated molecule of C4H9N4P at a distorted geometry (the ωB97M-V functional and the def2-TZVPD basis).

Structure (XYZ):
```
18
Properties=species:S:1:pos:R:3:forces:R:3:lowdin_charge:R:1
C 1.1210 0.2197 0.5679 -0.2 -2.1 1.2 -0.0656
C -0.3330 -0.1242 0.6446 -0.3 -0.1 2.6 -0.4065
C -0.6914 -1.3917 -0.0232 0.9 -2.1 -1.3 -0.0855
N -1.0375 0.9294 -0.0411 -0.2 1.6 -4.6 -0.0906
N -1.8948 1.7203 0.4627 -1.7 0.1 2.5 -0.0134
N -2.4753 2.4593 -0.3859 0.1 0.7 -0.3 -0.0407
N -1.9396 2.2496 -1.6300 -0.2 -0.3 0.0 0.0041
C -1.0832 1.3042 -1.5391 0.8 -1.0 4.2 -0.5853
P 0.2309 0.7980 -2.6177 -1.1 -2.1 -1.5 0.8680
H 1.7173 -0.5276 1.0914 0.1 0.1 0.0 0.1028
H 1.2765 1.1653 0.9448 0.5 2.0 1.2 0.0669
H 1.4081 0.2458 -0.4180 1.0 -0.1 -2.4 -0.0110
H -0.5701 -0.2257 1.7876 -0.3 0.9 -2.2 0.1832
H -0.6121 -2.3089 0.5611 0.5 0.2 0.2 0.0906
H -0.1066 -1.5014 -0.9498 0.4 -0.3 0.6 0.0398
H -1.6490 -1.4865 -0.4601 -1.6 0.6 0.1 0.0729
H -0.6296 1.0691 -3.7135 0.5 0.2 -0.2 -0.0876
H -0.2956 -0.6378 -2.6832 1.0 1.6 0.0 -0.0421
```
Positions in Å, forces in eV/Å.

Computed properties:
2S+1 ... 1
SMILES ... CC(C)n1nnnc1P
Orbital gap ... 10.422 eV
HOMO ... -9.7 eV
Lowest unoccupied orbital energy ... 0.695 eV
Energy relative to the best compared isomer or geometry (same formula, charge and spin) ... 0.255 eV